Formula: C75H43BrClI4N9O2Pb
Source: OMol25
Level of theory: ωB97M-V/def2-TZVPD

Energy above the lowest of the compared OMol25 structures with the same formula, charge and spin: 29.1 kcal per mole
Electronic energy: -216195.9806 eV
Orbital gap (spin up / spin down): 4.96 / 4.92 eV
HOMO level (spin up / spin down): -2.3 / -2.3 eV

```
! RIJCOSX wB97M-V def2-TZVPD def2/J DEFGRID3
* xyz -2 1
Pb 0.02 -0.64 0.03
I 7.96 3.72 -0.99
C 6.36 2.35 -1.18
C 6.18 1.39 -0.20
C 5.17 0.47 -0.33
C 4.32 0.44 -1.45
C 4.49 1.47 -2.39
C 5.50 2.41 -2.26
C 3.24 -0.53 -1.49
C 2.23 -0.57 -2.47
C 2.38 -0.35 -3.89
C 1.22 -0.75 -4.47
C 0.34 -1.15 -3.39
C -0.98 -1.59 -3.55
C -1.54 -1.48 -4.92
C -2.02 -2.57 -5.64
C -2.59 -2.41 -6.89
C -2.66 -1.14 -7.43
I -3.59 -0.88 -9.33
C -2.16 -0.04 -6.76
C -1.60 -0.22 -5.51
C -1.86 -2.02 -2.55
N -1.64 -2.00 -1.21
C -2.78 -2.37 -0.60
C -2.92 -2.54 0.80
C -4.18 -2.34 1.50
C -5.36 -1.91 0.86
C -6.54 -1.72 1.54
C -6.57 -1.90 2.91
I -8.39 -1.65 3.97
C -5.42 -2.22 3.60
C -4.24 -2.40 2.90
C -1.79 -3.00 1.53
C -1.83 -4.02 2.55
C -0.54 -4.34 2.83
C 0.28 -3.52 1.98
N -0.52 -2.73 1.22
C 1.67 -3.60 1.92
C 2.50 -2.93 1.02
C 3.91 -3.19 0.87
C 4.35 -2.31 -0.07
C 3.21 -1.54 -0.48
N 2.11 -1.98 0.14
C 2.33 -4.52 2.87
C 2.05 -5.88 2.83
C 2.60 -6.75 3.75
C 3.47 -6.25 4.71
I 4.30 -7.58 6.13
C 3.79 -4.91 4.75
C 3.22 -4.05 3.82
C -3.77 -2.70 -1.60
C -3.20 -2.48 -2.80
N 1.01 -1.06 -2.22
H 6.82 1.37 0.67
H 5.02 -0.23 0.46
H 3.81 1.57 -3.23
H 5.61 3.20 -2.99
H 3.29 -0.06 -4.40
H 1.01 -0.80 -5.52
H -1.94 -3.56 -5.21
H -2.98 -3.26 -7.42
H -2.22 0.95 -7.20
H -1.23 0.63 -4.96
H -5.36 -1.69 -0.20
H -7.42 -1.40 1.01
H -5.42 -2.29 4.68
H -3.34 -2.57 3.47
H -2.71 -4.51 2.94
H -0.20 -5.08 3.53
H 4.47 -3.95 1.38
H 5.33 -2.26 -0.51
H 1.38 -6.26 2.07
H 2.37 -7.80 3.71
H 4.47 -4.53 5.49
H 3.45 -2.99 3.85
H -4.73 -3.14 -1.42
H -3.65 -2.63 -3.76
Cl 3.41 -0.78 7.16
C 2.96 -0.49 5.50
C 3.96 -0.48 4.51
C 3.59 -0.26 3.22
C 2.23 -0.03 2.79
O 2.01 0.28 1.61
C 1.23 -0.11 3.84
C -0.17 0.10 3.67
N -0.91 0.04 2.61
C -2.25 0.32 2.74
C -2.96 0.32 3.93
C -4.29 0.73 4.03
C -4.98 1.15 2.93
C -4.36 1.06 1.67
C -5.06 1.36 0.49
C -4.47 1.14 -0.72
C -3.17 0.62 -0.73
N -2.46 0.40 0.35
C -3.01 0.61 1.55
C 1.65 -0.29 5.17
H 4.99 -0.64 4.80
H 4.34 -0.25 2.44
H -0.63 0.36 4.63
H -2.49 0.00 4.85
H -4.77 0.72 5.00
H -6.00 1.49 2.99
H -6.07 1.75 0.56
H -4.99 1.33 -1.65
H -2.70 0.35 -1.67
H 0.90 -0.30 5.96
Br 5.65 6.43 -2.75
C 3.77 6.51 -2.46
C 3.28 7.40 -1.53
C 1.92 7.54 -1.38
C 1.02 6.78 -2.15
C 1.57 5.83 -3.05
C 2.92 5.71 -3.22
N -0.29 7.15 -2.24
N -1.27 6.39 -2.45
C -1.29 5.08 -2.13
C -2.12 4.26 -2.91
C -1.98 2.90 -2.90
C -1.02 2.23 -2.07
O -0.74 1.03 -2.23
C -0.44 3.06 -1.01
N 0.11 2.42 0.02
C 0.54 3.10 1.04
C 0.43 4.49 1.13
C -0.12 5.18 0.07
C -0.56 4.46 -1.06
H 3.96 7.98 -0.92
H 1.51 8.24 -0.66
H 0.89 5.23 -3.64
H 3.32 5.00 -3.92
H -2.79 4.74 -3.61
H -2.57 2.28 -3.57
H 0.97 2.52 1.85
H 0.73 5.03 2.02
H -0.27 6.25 0.12
*
```



Formula: C4H4NiO4
Source: OMol25
Level of theory: ωB97M-V/def2-TZVPD

Energy above the lowest of the compared OMol25 structures with the same formula, charge and spin: 39.8 kcal per mole
⟨S²⟩: 2.0099
Electronic energy: -53421.5880 eV
Orbital gap (spin up / spin down): 8.07 / 6.27 eV
HOMO level (spin up / spin down): -19.8 / -19.7 eV

```
! RIJCOSX wB97M-V def2-TZVPD def2/J DEFGRID3
* xyz 2 3
O 1.94 -1.53 -1.61
C 0.98 -1.11 -1.07
Ni -0.21 -0.24 -0.10
C -0.65 -1.97 0.10
C -0.26 0.65 -1.62
O -0.97 -3.06 0.33
O -0.39 1.47 -2.42
C -0.46 2.54 1.99
O -0.78 1.16 1.72
H -0.31 3.07 1.05
H 0.46 2.63 2.58
H -1.35 2.94 2.52
H -1.75 1.02 1.93
*
```